No. 1
Here is an isolated molecule of C3H7N5 in a non-equilibrium geometry from the OMol25 dataset. Energies are from ωB97M-V with the def2-TZVPD basis set.

The structure (SMILES) is [H]/N=c1/ncn(NC)[nH]1. The HOMO-LUMO gap comes out at 8.85 eV. As for the energy above the lowest of the compared OMol25 structures with the same formula, charge and spin: 58.4 kcal/mol. For the HOMO energy, the calculation gives -8.245 eV.

```
! RIJCOSX wB97M-V def2-TZVPD def2/J DEFGRID3
* xyz 0 1
H 2.890 -1.481 0.415
N 2.702 -0.460 0.503
C 1.520 -0.087 0.085
N 1.074 1.281 0.140
C -0.154 1.224 -0.279
N -0.557 0.001 -0.709
N -1.801 -0.542 -0.403
C -2.327 -0.150 0.925
N 0.509 -0.871 -0.521
H -0.873 2.018 -0.449
H -2.473 -0.334 -1.145
H -3.223 -0.732 1.113
H -2.582 0.918 1.055
H -1.606 -0.408 1.718
H 0.143 -1.760 -0.157
*
```

=====

No. 2
Here is a cluster of 2 separate species, C12H25N2O11PS in total in a non-equilibrium geometry from the OMol25 dataset. Energies are from ωB97M-V with the def2-TZVPD basis set.

The HOMO-LUMO gap comes out at 7.59 eV. As for the energy above the lowest of the compared OMol25 structures with the same formula, charge and spin: 66.8 kcal/mol. For the HOMO energy, the calculation gives -8.715 eV.

```
! RIJCOSX wB97M-V def2-TZVPD def2/J DEFGRID3
* xyz 0 1
C 2.775 1.253 1.577
C 2.409 2.054 0.236
O 0.996 2.274 0.037
C 0.680 2.528 -1.356
C -0.348 1.442 -1.983
O -1.344 0.992 -1.031
C -2.188 -0.040 -1.638
C -2.800 -1.048 -0.513
O -2.312 -2.391 -0.740
C -1.863 -3.054 0.460
C -0.293 -3.483 0.338
O 0.099 -4.783 0.822
N -0.648 -5.797 0.273
O -1.274 -6.265 1.188
O 0.455 -2.606 1.249
C 0.329 -1.333 0.615
O 0.047 -0.346 1.303
O 0.525 -1.484 -0.796
C 0.353 -2.932 -1.033
P 2.121 -3.427 -1.489
N 2.491 -2.638 -2.842
O 2.331 -5.110 -1.724
O 3.172 -2.960 -0.207
H 3.785 1.653 1.954
H 2.917 0.121 1.392
H 2.005 1.368 2.417
H 2.898 3.099 0.336
H 2.877 1.454 -0.637
H 1.652 2.581 -1.982
H 0.218 3.583 -1.437
H -0.840 1.962 -2.881
H 0.296 0.571 -2.393
H -3.019 0.534 -2.194
H -1.533 -0.576 -2.403
H -3.936 -1.015 -0.668
H -2.520 -0.589 0.492
H -2.503 -4.013 0.561
H -2.014 -2.475 1.429
H -0.243 -3.254 -1.942
H 2.738 -3.310 -3.581
H 3.310 -5.241 -1.646
H 3.334 -2.006 -0.411
C -2.209 3.346 1.777
S -1.867 5.048 1.282
O -0.877 4.997 0.166
C -0.968 5.501 2.781
H -2.738 2.849 0.963
H -1.272 2.820 1.974
H -2.836 3.346 2.670
H -0.110 4.839 2.915
H -1.636 5.431 3.641
H -0.619 6.529 2.677
*
```

=====

E_tot in eV, matching the order above: -10672.469, -58468.044